(1)
62
Properties=species:S:1:pos:R:3 method="wB97M-V/def2-TZVPD" smiles="Cc1cc(C)cc(N(CC(=O)N[C@H]2CC[C@@H](C)CC2)S(=O)(=O)c2c(C)[nH]c(=O)[nH]c2=O)c1" homo_ev=-8.7628 e_above_lowest_ev=0.527 energy_ev=-50336.5661 orbital_gap_ev=8.71
C 0.893 4.757 -1.398
C 0.493 3.315 -1.328
C 0.237 2.583 -2.477
C -0.115 1.241 -2.401
C -0.363 0.447 -3.646
C -0.219 0.637 -1.157
C 0.019 1.359 0.008
N -0.124 0.753 1.271
C 0.768 1.168 2.338
C 2.239 1.179 1.890
O 2.984 2.096 2.171
N 2.582 0.095 1.184
C 3.874 -0.074 0.551
C 3.760 0.135 -0.963
C 2.954 -0.978 -1.625
C 3.549 -2.355 -1.332
C 2.701 -3.445 -1.979
C 3.623 -2.565 0.181
C 4.436 -1.463 0.857
S -0.667 -0.833 1.371
O 0.213 -1.726 0.684
O -0.879 -1.093 2.765
C -2.284 -0.714 0.603
C -3.198 0.137 1.137
C -2.924 1.031 2.292
N -4.444 0.211 0.594
C -4.887 -0.553 -0.477
O -6.003 -0.455 -0.912
N -3.936 -1.404 -0.968
C -2.619 -1.566 -0.525
O -1.893 -2.346 -1.087
C 0.376 2.699 -0.088
H 0.096 5.390 -1.007
H 1.782 4.931 -0.795
H 1.098 5.055 -2.423
H 0.329 3.054 -3.445
H -0.560 -0.595 -3.405
H -1.218 0.850 -4.189
H 0.502 0.496 -4.305
H -0.437 -0.415 -1.109
H 0.640 0.452 3.153
H 0.500 2.162 2.708
H 1.894 -0.619 0.986
H 4.522 0.699 0.980
H 3.289 1.102 -1.157
H 4.768 0.159 -1.385
H 1.926 -0.959 -1.262
H 2.925 -0.809 -2.704
H 4.565 -2.397 -1.744
H 2.653 -3.306 -3.057
H 3.119 -4.429 -1.777
H 1.689 -3.412 -1.580
H 2.607 -2.590 0.580
H 4.083 -3.532 0.396
H 4.448 -1.617 1.938
H 5.467 -1.502 0.500
H -3.850 1.353 2.763
H -2.304 0.507 3.016
H -2.374 1.909 1.956
H -5.125 0.851 0.983
H -4.213 -1.986 -1.751
H 0.589 3.275 0.797


(2)
56
Properties=species:S:1:pos:R:3 method="wB97M-V/def2-TZVPD" charge=+2 homo_ev=-14.3735 energy_ev=-41085.0997 orbital_gap_ev=7.86
C -0.652 -0.022 0.928
C -0.722 -1.327 1.468
C 0.521 -1.647 2.058
H -1.612 -1.955 1.510
C 1.410 -0.532 1.897
C 0.677 0.479 1.144
H 1.017 1.492 0.961
H -1.495 0.548 0.530
H 0.737 -2.568 2.600
H 2.373 -0.358 2.385
Sn 1.919 -0.793 -0.593
C -0.166 -2.336 -2.375
H -0.032 -1.246 -2.320
H -0.309 -2.560 -3.451
H 0.701 -2.916 -2.029
Si -1.947 -2.977 -1.813
C -3.165 -2.720 -3.182
C -4.508 -2.436 -2.823
H -4.784 -2.382 -1.763
C -5.465 -2.204 -3.806
H -6.500 -2.110 -3.506
C -5.091 -2.096 -5.153
H -5.843 -1.863 -5.903
C -3.756 -2.327 -5.517
H -3.483 -2.276 -6.575
C -2.784 -2.606 -4.528
H -1.722 -2.700 -4.792
C -1.748 -4.564 -0.906
C -2.883 -5.375 -0.662
H -3.714 -5.370 -1.381
C -2.953 -6.132 0.517
H -3.863 -6.699 0.748
C -1.863 -6.172 1.391
H -1.952 -6.697 2.342
C -0.658 -5.564 1.032
H 0.213 -5.685 1.686
C -0.580 -4.803 -0.143
H 0.377 -4.353 -0.421
H -2.278 -1.978 -0.531
H -3.045 -2.348 -0.803
C 4.274 1.309 0.653
O 3.205 1.272 -0.301
C 3.291 2.344 -1.264
C 2.007 2.414 -2.080
O 1.116 1.373 -1.633
C -0.240 1.558 -2.078
H 4.103 0.518 1.387
H 4.275 2.281 1.171
H 5.250 1.143 0.167
H 3.447 3.301 -0.729
H 4.134 2.138 -1.946
H 2.211 2.255 -3.154
H 1.503 3.386 -1.925
H -0.785 0.596 -2.085
H -0.770 2.258 -1.405
H -0.244 1.983 -3.100


(3)
62
Properties=species:S:1:pos:R:3 method="wB97M-V/def2-TZVPD" charge=-1 homo_ev=-4.5105 energy_ev=-242575.2959 orbital_gap_ev=4.59
C 7.138 3.202 1.168
O 5.868 3.408 0.618
C 5.813 4.307 -0.478
C 4.696 5.337 -0.308
C 3.846 5.527 -1.559
C 2.869 4.375 -1.821
C 1.443 4.680 -1.369
C 0.448 3.569 -1.675
As 0.597 2.010 -0.427
I 0.966 -0.312 1.249
C -0.994 2.535 0.897
Br -2.639 2.674 -0.161
C -0.955 3.743 1.815
C -0.804 5.109 1.147
Br 0.498 3.475 3.115
H 7.467 4.056 1.781
H 7.905 3.008 0.405
H 7.066 2.329 1.819
H 6.792 4.794 -0.583
H 5.647 3.721 -1.394
H 4.068 4.980 0.517
H 5.118 6.298 0.004
H 3.281 6.462 -1.459
H 4.504 5.666 -2.427
H 3.212 3.482 -1.282
H 2.855 4.100 -2.882
H 1.476 4.849 -0.281
H 1.120 5.631 -1.817
H 0.658 3.129 -2.657
H -0.578 3.940 -1.708
H 1.585 2.706 0.538
H 1.761 1.365 -1.246
H -0.468 1.163 -1.162
H -1.167 1.647 1.499
H -1.834 3.725 2.456
H -1.438 5.846 1.641
H 0.225 5.468 1.183
H -1.102 5.040 0.097
C -2.679 -3.567 1.239
C -1.455 -3.239 1.645
C -0.773 -4.013 2.717
O 0.337 -3.716 3.090
C -1.510 -5.164 3.313
C -2.732 -5.483 2.900
C -3.409 -4.707 1.830
O -4.530 -5.011 1.462
H -3.201 -3.020 0.464
H -0.888 -2.401 1.246
H -0.989 -5.710 4.090
H -3.294 -6.313 3.312
C -3.961 -7.960 -2.675
C -5.090 -8.405 -3.217
C -6.371 -8.376 -2.463
O -7.397 -8.794 -2.959
C -6.343 -7.821 -1.088
C -5.217 -7.371 -0.542
C -3.933 -7.415 -1.290
O -2.897 -7.031 -0.795
H -3.013 -7.970 -3.198
H -5.142 -8.810 -4.220
H -7.292 -7.802 -0.567
H -5.165 -6.945 0.452


(4)
62
Properties=species:S:1:pos:R:3 method="wB97M-V/def2-TZVPD" charge=-1 homo_ev=-3.9217 e_above_lowest_ev=0.000 energy_ev=-240525.9649 orbital_gap_ev=6.70
Mg 0.476 -1.805 -0.189
Se -0.217 -3.096 -2.645
Se 1.400 -4.361 0.682
C 2.837 -3.344 0.035
C 4.141 -3.838 -0.147
C 5.133 -2.998 -0.572
C 4.848 -1.653 -0.823
C 3.548 -1.241 -0.652
N 2.575 -2.060 -0.259
C -1.728 -2.960 -1.534
C -2.964 -3.584 -1.770
C -4.006 -3.364 -0.908
C -3.837 -2.527 0.197
C -2.597 -1.965 0.381
N -1.581 -2.183 -0.449
H 4.336 -4.878 0.066
H 6.137 -3.374 -0.709
H 5.608 -0.957 -1.141
H 3.248 -0.212 -0.822
H -3.070 -4.223 -2.633
H -4.961 -3.842 -1.086
H -4.640 -2.331 0.891
H -2.371 -1.313 1.217
N 0.337 0.004 0.765
C 0.549 -0.045 2.112
C 0.292 -1.259 2.778
C 0.464 -1.399 4.138
C 0.908 -0.340 4.922
C 1.187 0.859 4.284
C 1.020 1.006 2.919
H -0.038 -2.132 2.222
H 0.252 -2.361 4.590
H 1.040 -0.451 5.990
H 1.547 1.704 4.859
H 1.279 1.963 2.465
C -1.727 2.669 2.386
Si -1.280 2.937 0.582
C -0.841 4.756 0.351
C -2.854 2.569 -0.386
As 0.664 1.680 -0.004
Si 0.201 1.458 -2.320
C 1.608 0.501 -3.116
C -1.399 0.685 -2.902
C 0.300 3.239 -2.940
H -2.672 3.186 2.562
H -0.980 3.072 3.062
H -1.851 1.620 2.639
H -1.620 5.388 0.774
H -0.714 5.030 -0.691
H 0.091 4.981 0.867
H -3.675 3.123 0.071
H -3.101 1.511 -0.346
H -2.792 2.856 -1.431
H 1.609 -0.552 -2.843
H 2.581 0.926 -2.871
H 1.473 0.549 -4.199
H -1.365 -0.393 -2.805
H -1.491 0.910 -3.966
H -2.282 1.056 -2.395
H 1.105 3.796 -2.471
H -0.624 3.781 -2.771
H 0.484 3.226 -4.012